DFT (wB97M-V/def2-TZVPD) results for a structure of composition C43H40N5O6SV.

Results
* spin multiplicity: 3
* ⟨S²⟩: 2.012
* lowest unoccupied orbital energy (spin up / spin down): 0.0039 / 0.0037 Ha
* orbital gap (spin up / spin down): 8.275 / 8.476 eV

Each line ends with the Löwdin spin population.
Atoms and positions in Å:
V  -1.18898  0.61794  -0.00563  1.876
N  -3.20293  8.21489  2.50264  0.000
C  -2.73351  6.91445  2.43359  0.000
C  -3.52910  5.90062  1.88908  0.000
C  -3.03845  4.61385  1.78222  0.000
C  -1.75388  4.31749  2.21315  0.001
C  -0.95736  5.31220  2.76159  0.000
C  -1.44250  6.60042  2.86895  0.000
S  -1.12936  2.68330  2.05171  0.003
O  -2.28709  1.80009  1.91490  0.008
O  -0.19448  2.46664  3.11312  0.000
N  -0.45916  2.49878  0.58274  -0.004
C  0.90181  2.71486  0.44217  0.002
N  1.51906  1.79095  -0.30288  0.019
C  2.82434  1.93683  -0.47704  0.002
C  3.53020  2.97760  0.10621  0.001
C  2.79105  3.86798  0.86635  0.000
N  1.47734  3.76231  1.03209  0.000
H  -4.20263  8.32674  2.49655  0.000
H  -2.74064  8.81926  3.16089  0.000
H  -4.53849  6.12802  1.56670  0.000
H  -3.66406  3.81901  1.39676  0.000
H  0.04142  5.06584  3.09315  0.000
H  -0.82091  7.37849  3.29486  0.000
H  3.30834  1.19777  -1.10878  0.000
H  4.59594  3.09096  -0.02516  0.000
H  3.27173  4.71053  1.35284  0.000
C  1.98899  -5.10774  -0.23350  0.000
C  2.16772  -3.69953  -0.77203  0.000
C  3.46667  -3.52277  -1.53980  0.000
O  2.12056  -2.78871  0.30931  0.001
C  1.14594  -1.78187  0.07725  0.003
C  0.24784  -2.38798  -1.00928  0.002
O  1.08087  -3.36545  -1.61841  0.001
C  -0.32550  -1.44598  -2.09682  0.010
O  -1.18465  -0.52546  -1.47715  0.023
C  -1.21012  -2.23423  -3.08284  0.000
C  -1.79328  -1.51438  -4.12485  0.000
C  -2.65978  -2.11958  -5.01718  0.000
C  -2.96102  -3.46912  -4.88644  0.000
C  -2.38753  -4.19398  -3.85647  0.000
C  -1.51937  -3.58213  -2.95913  0.000
C  0.75001  -0.70761  -2.90711  0.000
C  1.69367  -1.41052  -3.65999  0.000
C  2.63937  -0.74460  -4.42202  0.000
C  2.64861  0.64303  -4.47751  0.000
C  1.68801  1.34934  -3.77519  0.000
C  0.74779  0.67758  -3.00367  0.002
C  0.46829  -1.47743  1.43315  0.009
O  -0.41075  -0.40004  1.23851  0.008
C  1.47022  -0.96474  2.46973  -0.001
C  2.79839  -0.68005  2.18435  -0.001
C  3.61947  -0.11360  3.15172  0.000
C  3.12134  0.17599  4.41107  -0.001
C  1.79281  -0.10046  4.70035  0.000
C  0.97721  -0.66555  3.73736  -0.001
C  -0.29258  -2.68921  1.95545  0.000
C  -1.67633  -2.77194  1.87016  0.001
C  -2.34822  -3.89608  2.33284  0.000
C  -1.64303  -4.95165  2.88948  0.000
C  -0.26069  -4.87158  2.98694  0.000
C  0.40750  -3.74841  2.52775  0.000
H  2.79693  -5.35826  0.45386  0.000
H  1.99583  -5.82037  -1.05840  0.000
H  1.03892  -5.17766  0.29530  0.000
H  4.31054  -3.84099  -0.92788  0.000
H  3.59405  -2.47432  -1.80761  0.000
H  3.45244  -4.11899  -2.45276  0.000
H  1.61211  -0.85406  -0.27988  0.001
H  -0.61199  -2.87415  -0.53415  0.000
H  -1.56157  -0.46194  -4.23282  0.000
H  -3.09880  -1.54037  -5.82014  0.000
H  -3.63451  -3.94919  -5.58503  0.000
H  -2.61208  -5.24727  -3.74441  0.000
H  -1.07750  -4.18137  -2.17647  0.000
H  1.67269  -2.48914  -3.66288  0.000
H  3.36334  -1.31747  -4.98819  0.000
H  3.38345  1.16285  -5.07915  0.000
H  1.66276  2.43144  -3.82207  0.000
H  0.00152  1.25280  -2.47612  0.002
H  3.21416  -0.90636  1.21114  0.000
H  4.65444  0.09878  2.91296  0.000
H  3.76176  0.61925  5.16316  0.000
H  1.38733  0.13780  5.67526  0.000
H  -0.06651  -0.85466  3.95607  0.000
H  -2.23888  -1.95048  1.44686  0.002
H  -3.42751  -3.93912  2.25940  0.000
H  -2.16609  -5.82716  3.25238  0.000
H  0.30018  -5.68447  3.43114  0.000
H  1.48367  -3.68555  2.61934  0.000
C  -4.64709  3.41430  -1.53645  0.003
C  -3.69935  2.39133  -1.13663  0.016
N  -2.94628  1.59434  -0.81845  0.007
H  -4.89992  3.28912  -2.58756  0.001
H  -4.19642  4.39337  -1.37780  0.001
H  -5.54772  3.32665  -0.93081  0.000